No. 1
{
  "formula": "C41H31BiN3O5P",
  "method": "wB97M-V/def2-TZVPD",
  "homo_energy_ha": -0.2811,
  "e_lumo_ev": -0.35,
  "fmax_ev_per_a": 0.5,
  "species": ["C", "C", "H", "H", "C", "H", "C", "C", "N", "O", "H", "H", "C", "C", "C", "H", "O", "C", "C", "H", "C", "C", "C", "C", "H", "C", "H", "C", "P", "H", "H", "C", "C", "C", "H", "O", "H", "N", "C", "H", "H", "C", "C", "C", "H", "H", "O", "C", "C", "C", "H", "H", "C", "C", "C", "C", "H", "C", "C", "H", "H", "C", "N", "H", "O", "H", "H", "C", "H", "C", "C", "H", "C", "H", "H", "H", "C", "C", "Bi", "H", "C", "C"],
  "xyz": [[-5.888, 4.017, 1.301], [4.740, -4.348, -0.809], [3.402, -3.672, 0.736], [3.384, -1.373, -2.858], [-0.426, 2.796, 4.798], [-0.855, 3.617, 5.362], [-4.682, 3.775, -0.789], [-5.534, -1.449, -0.253], [2.143, -1.502, 0.857], [0.548, 2.131, 1.365], [0.488, 4.561, 1.224], [1.816, -1.071, 3.165], [-0.503, 4.650, 1.656], [5.232, -4.113, -2.088], [-0.196, 3.007, 3.456], [-1.825, -1.065, 2.548], [-0.533, 4.255, 3.024], [-3.225, -2.141, -0.390], [3.785, -2.201, -2.286], [-1.215, -4.636, 4.833], [-0.912, -4.817, 2.717], [0.406, 0.565, 4.676], [-4.994, -3.699, -0.896], [0.614, 0.734, 3.298], [-2.176, -1.853, -2.837], [0.420, -3.565, -1.495], [-6.264, -0.674, -0.048], [-2.628, 2.149, -0.608], [-1.427, -1.859, -0.127], [-6.429, 4.994, -0.529], [-1.207, 4.075, 1.054], [-1.236, -2.811, 1.421], [-1.559, -2.120, 2.589], [-3.820, 2.924, -0.129], [-5.309, -4.693, -1.193], [1.583, -0.798, -1.276], [5.134, -2.848, -3.823], [1.268, -0.521, 1.311], [-3.645, -3.415, -0.775], [-1.814, -2.230, 4.709], [-0.670, -5.874, 2.760], [0.316, 1.956, 2.655], [3.305, -2.425, -1.000], [-3.977, 2.621, 1.211], [0.810, -4.208, -4.800], [-5.125, 2.915, 3.004], [-2.148, 2.132, -1.732], [-5.728, 4.323, -0.048], [-0.924, -4.168, 1.488], [0.377, -3.811, -3.889], [5.983, -4.769, -2.511], [-3.869, -0.178, 0.174], [-4.178, -1.164, -0.128], [3.785, -3.504, -0.263], [-5.008, 3.154, 1.954], [-0.128, 1.584, 5.422], [1.866, -4.683, -2.610], [-2.897, 1.639, 1.578], [-5.944, -2.715, -0.638], [-2.915, -4.189, -0.984], [-1.214, -2.780, -4.902], [0.964, -4.084, -2.663], [-2.123, 1.423, 0.446], [-6.713, 4.457, 1.850], [-2.764, 1.086, 2.647], [-0.723, -4.737, 0.592], [-4.543, 4.003, -1.839], [4.754, -3.037, -2.825], [-0.314, 1.457, 6.481], [2.277, -1.495, -0.448], [-0.725, -2.775, -1.541], [5.107, -5.191, -0.236], [1.246, -0.346, 2.586], [-6.999, -2.939, -0.741], [0.926, -3.749, -0.557], [-0.808, 5.693, 1.661], [-1.298, -2.488, -2.784], [-0.755, -3.008, -3.948], [0.048, 0.679, -0.209], [0.670, -0.386, 5.130], [-1.553, -2.777, 3.810], [-1.222, -4.123, 3.878]],
  "forces_ev_per_angstrom": [[0.005, -0.006, -0.001], [0.012, -0.035, -0.038], [0.024, 0.025, -0.037], [0.019, -0.032, 0.045], [-0.005, -0.075, 0.206], [0.043, -0.047, -0.042], [-0.029, 0.067, -0.056], [-0.004, -0.034, -0.019], [-0.116, -0.001, -0.127], [-0.034, -0.131, -0.197], [0.098, -0.019, -0.005], [-0.005, -0.010, 0.027], [-0.063, -0.053, 0.062], [-0.043, 0.038, -0.030], [-0.096, 0.020, -0.140], [0.012, -0.052, 0.044], [0.044, 0.081, -0.101], [0.011, 0.207, -0.034], [0.019, -0.017, -0.041], [-0.002, 0.033, -0.040], [0.007, 0.002, -0.075], [0.035, -0.131, -0.028], [-0.051, -0.024, -0.009], [-0.062, 0.011, 0.009], [0.030, -0.037, -0.044], [-0.109, -0.030, 0.026], [0.044, -0.040, -0.011], [0.137, -0.013, 0.015], [-0.080, -0.534, -0.051], [0.019, -0.011, 0.025], [-0.010, -0.043, 0.003], [0.110, -0.007, -0.078], [0.111, 0.117, -0.036], [0.052, -0.076, -0.067], [0.019, 0.052, 0.007], [0.272, 0.206, 0.428], [-0.020, -0.020, 0.050], [0.094, -0.012, -0.147], [-0.018, -0.053, 0.019], [0.025, -0.013, -0.047], [-0.012, 0.079, -0.002], [0.043, 0.002, 0.010], [0.107, 0.116, -0.048], [0.035, -0.081, -0.039], [-0.032, 0.008, 0.059], [0.016, -0.015, -0.067], [-0.053, 0.022, 0.111], [0.053, -0.035, -0.025], [-0.083, 0.032, 0.126], [0.021, -0.010, -0.015], [-0.014, 0.012, 0.019], [0.042, 0.043, 0.015], [-0.011, -0.036, -0.035], [0.018, 0.020, 0.064], [-0.060, 0.055, 0.123], [-0.024, 0.032, 0.018], [-0.029, 0.023, 0.014], [0.033, -0.094, -0.042], [0.047, 0.025, -0.002], [-0.037, 0.030, 0.015], [0.023, 0.002, 0.032], [-0.034, -0.034, 0.019], [-0.300, 0.120, 0.194], [0.041, -0.010, -0.021], [0.047, 0.018, -0.007], [0.062, 0.005, -0.089], [-0.028, -0.016, 0.052], [-0.024, -0.007, 0.014], [0.005, 0.024, -0.039], [-0.218, -0.193, 0.039], [-0.005, 0.061, -0.039], [-0.020, 0.032, -0.005], [0.047, 0.027, 0.082], [0.040, 0.006, 0.019], [-0.071, -0.034, 0.044], [-0.028, 0.033, 0.027], [0.024, -0.045, -0.016], [-0.035, 0.045, 0.053], [-0.041, 0.336, -0.143], [-0.028, 0.074, -0.018], [-0.025, 0.024, 0.065], [0.012, 0.000, -0.025]],
  "mulliken_charge": [-0.588, -0.843, 0.488, 0.369, -0.513, 0.440, -0.771, -0.700, -0.749, -1.308, 0.267, 0.392, -0.501, -0.387, 0.282, 0.302, -0.469, 0.441, -0.275, 0.379, -0.696, -0.748, -0.748, 0.274, 0.457, -0.711, 0.481, 0.330, 1.392, 0.424, 0.065, 1.134, -0.765, 0.202, 0.432, -1.074, 0.400, 0.744, -0.644, 0.532, 0.438, 1.285, 0.741, 0.869, 0.418, 0.526, -0.763, -0.494, -0.670, -0.756, 0.407, 0.673, -0.011, -0.134, -0.603, -0.852, 0.411, -0.738, -0.569, 0.306, 0.421, -0.685, 0.823, 0.447, -0.688, 0.404, 0.508, -0.677, 0.381, 0.205, 0.716, 0.397, -0.418, 0.392, 0.526, 0.296, -0.952, -0.790, 1.253, 0.453, -0.510, -0.722]
}

No. 2
{
  "formula": "C41H31BrFeIN4P2SeTe",
  "method": "wB97M-V/def2-TZVPD",
  "charge": 1,
  "homo_energy_ha": -0.3532,
  "e_lumo_ev": -4.38,
  "fmax_ev_per_a": 0.5,
  "species": ["N", "H", "H", "H", "C", "C", "H", "H", "H", "C", "P", "H", "C", "H", "C", "C", "H", "H", "H", "H", "C", "C", "H", "H", "N", "H", "H", "C", "H", "H", "H", "H", "H", "C", "C", "C", "H", "C", "N", "C", "C", "C", "H", "H", "I", "H", "C", "C", "Br", "H", "H", "C", "C", "C", "C", "C", "H", "H", "C", "C", "C", "C", "C", "H", "C", "C", "C", "C", "C", "C", "C", "C", "Te", "C", "C", "P", "C", "C", "H", "C", "Fe", "Se", "N"],
  "xyz": [[-2.947, -0.428, -0.338], [2.506, 5.981, -2.603], [1.013, 6.628, -0.739], [1.042, 1.981, -2.383], [-1.073, 5.798, 3.934], [0.224, 3.332, -0.930], [0.837, -2.036, 1.515], [-0.188, 6.346, 3.635], [-1.839, -2.001, 3.355], [-2.672, -1.312, 3.261], [-0.904, 0.355, 1.820], [-5.775, 4.777, -1.516], [-3.850, -2.675, 0.207], [-5.943, -1.051, 4.101], [1.869, 5.242, -2.137], [-3.186, 3.751, 0.412], [1.330, -0.381, 6.136], [-6.292, -0.398, -0.302], [4.326, -0.090, -4.956], [-6.031, -2.799, 0.295], [3.140, -0.264, -3.186], [-2.480, -0.067, 2.662], [3.993, -0.251, -2.520], [-0.455, 4.969, 0.301], [-3.459, -3.901, 0.497], [2.629, -2.345, 5.378], [-2.805, 3.829, 1.426], [-3.557, 0.812, 2.580], [0.086, -0.265, -5.554], [2.502, 3.642, -3.423], [2.374, -3.169, 3.062], [-4.514, 3.482, -3.204], [-3.419, 1.771, 2.098], [1.049, 2.989, -1.992], [-5.313, -0.849, -0.215], [-4.145, 3.553, -2.189], [-4.913, 4.962, 0.796], [-2.962, 2.923, -1.834], [-3.275, 5.892, 4.881], [-4.797, 0.463, 3.100], [2.230, -0.172, -5.411], [-2.141, 6.477, 4.508], [-4.047, -2.633, 4.240], [2.371, -0.093, -6.480], [1.632, -0.451, -0.587], [-4.312, 1.053, -0.647], [-1.179, 4.428, 3.740], [1.858, -0.366, -2.666], [-1.023, -0.475, -2.891], [-4.289, 4.110, 5.022], [-2.081, 7.549, 4.666], [1.237, -0.732, 5.117], [-3.364, 4.576, 4.699], [-2.477, 3.014, -0.529], [-4.371, 4.384, 0.058], [1.032, 5.605, -1.089], [-0.191, 0.767, 4.589], [-5.621, 1.164, 3.044], [0.773, -0.369, -3.528], [0.946, -0.271, -4.898], [-3.914, -1.668, 3.769], [-5.181, -2.158, 0.111], [0.973, -1.639, 2.514], [-2.408, 2.359, -2.578], [-2.352, 3.806, 4.146], [0.211, 4.661, -0.496], [1.965, -1.836, 4.692], [-4.978, -0.779, 3.692], [-4.853, 4.282, -1.239], [1.826, -2.296, 3.392], [3.324, -0.170, -4.557], [0.386, -0.080, 4.242], [0.412, 3.338, 2.859], [-0.661, 2.075, 1.625], [-4.174, 0.000, -0.430], [-0.915, 2.162, -0.112], [0.261, -0.514, 2.919], [-2.793, -1.760, -0.048], [-2.480, 2.736, 4.041], [1.870, 3.933, -2.593], [-0.979, -0.090, -0.391], [-1.694, -3.924, 0.452], [-1.555, -2.201, 0.012]],
  "forces_ev_per_angstrom": [[-0.181, -0.279, -0.229], [0.003, -0.003, -0.001], [0.004, 0.001, -0.001], [-0.007, -0.012, 0.030], [-0.010, 0.026, -0.016], [-0.054, 0.080, 0.089], [-0.005, -0.007, 0.028], [-0.001, -0.007, -0.004], [-0.018, -0.001, -0.005], [0.030, -0.006, 0.039], [-0.183, 0.149, 0.089], [-0.002, -0.001, 0.004], [0.023, -0.013, 0.002], [0.001, 0.001, 0.005], [-0.014, -0.015, 0.022], [0.039, -0.058, 0.031], [0.002, -0.001, 0.000], [0.000, 0.002, -0.003], [0.000, 0.002, 0.002], [-0.003, 0.005, -0.001], [0.035, -0.005, -0.036], [0.021, -0.037, -0.028], [0.005, 0.002, -0.004], [-0.003, -0.020, 0.001], [-0.023, 0.007, -0.003], [0.002, 0.000, 0.000], [-0.006, 0.013, -0.019], [-0.050, -0.027, -0.013], [0.004, -0.003, -0.003], [0.002, 0.017, -0.004], [-0.003, -0.002, 0.002], [-0.005, 0.002, 0.000], [0.007, 0.025, 0.029], [-0.014, -0.138, -0.017], [-0.035, -0.006, 0.006], [0.014, -0.012, 0.010], [0.001, 0.003, -0.003], [-0.040, 0.024, -0.024], [-0.009, 0.017, -0.003], [0.023, 0.025, 0.010], [-0.003, -0.003, 0.025], [-0.003, -0.007, 0.003], [0.002, 0.001, -0.004], [0.001, -0.002, 0.001], [0.025, 0.084, -0.129], [-0.013, -0.003, -0.029], [0.029, -0.002, -0.030], [-0.151, 0.018, 0.071], [0.020, 0.081, -0.002], [0.004, -0.002, -0.003], [0.002, 0.001, 0.000], [-0.008, 0.020, -0.004], [0.001, -0.004, 0.004], [-0.038, -0.075, 0.057], [-0.043, 0.014, -0.013], [0.024, -0.024, -0.036], [0.010, 0.018, 0.005], [-0.001, 0.005, -0.002], [0.012, -0.019, 0.085], [0.019, -0.007, -0.029], [-0.003, -0.001, 0.010], [-0.021, 0.000, 0.000], [-0.051, -0.011, -0.015], [0.017, 0.018, -0.010], [0.013, -0.027, 0.005], [0.004, 0.033, -0.022], [0.000, -0.009, -0.002], [0.000, -0.007, 0.007], [-0.007, 0.004, 0.013], [0.017, -0.013, -0.007], [-0.011, -0.010, 0.009], [0.029, -0.030, -0.021], [-0.130, 0.096, 0.052], [0.215, -0.406, -0.100], [0.094, 0.059, 0.156], [0.098, 0.226, -0.080], [0.025, 0.114, 0.058], [0.124, 0.114, -0.042], [-0.011, -0.007, 0.006], [0.014, 0.035, -0.014], [0.416, 0.000, 0.111], [0.031, 0.065, 0.006], [-0.303, -0.083, -0.070]],
  "mulliken_charge": [0.473, 0.386, 0.443, 0.134, -0.364, 0.839, 0.402, 0.399, 0.490, -0.929, 2.137, 0.408, 0.587, 0.430, -0.656, -0.091, 0.455, 0.498, 0.407, 0.494, -0.614, 0.580, 0.402, 0.315, -0.832, 0.405, 0.229, -0.465, 0.434, 0.479, 0.441, 0.462, 0.709, -0.067, -0.926, -0.512, 0.509, -0.696, -0.616, -1.035, -0.603, -0.389, 0.462, 0.413, 0.525, 0.064, 0.223, 0.121, 0.017, 0.409, 0.372, -0.793, -0.530, 0.458, -0.662, -0.825, 0.464, 0.563, 0.788, -0.733, -0.788, -0.721, -0.335, 0.322, -0.078, -0.523, -0.555, -0.785, -0.719, -1.132, -0.725, -0.324, 0.237, -1.273, 0.197, 1.215, 0.493, 0.574, 0.453, -0.649, -0.542, 0.274, -0.101]
}

Frontier orbital gap, record by record: 7.297, 5.229 eV